Record 1
This record from the Open Molecules 2025 dataset describes a gas-phase ion, C7H10N3O2S (charge +1) at a distorted geometry. The level of theory is ωB97M-V/def2-TZVPD.

Geometry as XYZ:
```
23
Properties=species:S:1:pos:R:3
H -1.21263 0.58039 -2.19112
H 0.03098 -1.95700 3.79910
H -0.27858 -3.70617 2.07829
N 1.77797 1.11445 -1.02736
H 2.28448 0.49361 -1.71194
N -0.54950 -2.16256 0.70055
H -0.56084 0.30720 3.70457
C 0.40271 0.91655 -0.89853
S 0.51261 0.57662 1.75899
H 1.72318 2.40423 -2.31424
C -0.94911 -1.95136 -0.39861
H -0.57504 1.77505 -3.93577
N -0.21415 0.89116 -2.16645
C 0.16717 1.52666 -3.22818
C -0.42872 -2.66515 1.96269
H -1.30496 1.22045 0.35153
O -1.08373 -1.69082 -1.51538
H -1.66147 0.07329 2.41842
C -0.68445 -0.27220 2.77989
C -0.26645 0.89431 0.23305
C -0.38813 -1.75446 2.90524
O 1.18035 2.33660 -3.17303
H 2.07833 1.04913 -0.13172
```

relative energy (zero: lowest compared OMol25 entry of this formula, charge and spin)	17.4	kcal per mole
molar mass	200.24	g/mol
frontier orbital gap (alpha / beta)	7.29 / 7.29	eV
net charge	+1
SMILES string	NC(=C\SC/C=C\N=C=O)/[NH+]=C\O

Record 2
This record from the Open Molecules 2025 dataset describes a gas-phase ion, C3H3O3S (charge -1) at a distorted geometry. The level of theory is ωB97M-V/def2-TZVPD.

Geometry as XYZ:
```
10
Properties=species:S:1:pos:R:3
H 2.12832 1.07386 0.22793
C -1.02101 -0.05561 0.37727
H 1.48295 -0.37079 0.88517
O 0.02401 0.85478 0.09364
C -2.26363 0.38240 0.33292
O -0.65158 -1.13020 0.85318
H 1.12256 -1.14672 -1.19749
S -3.69331 0.36606 -0.35815
O 1.50345 -0.28861 -1.21266
C 1.36824 0.31483 -0.00180
```

relative energy (zero: lowest compared OMol25 entry of this formula, charge and spin)	51.6	kcal per mole
molar mass	119.12	g/mol
frontier orbital gap	5.88	eV
net charge	-1
SMILES string	[O-]C(=C=S)OCO

Record 3
This record from the Open Molecules 2025 dataset describes 2 unconnected molecules or ions with the total composition C5H12O2 at a distorted geometry. The level of theory is ωB97M-V/def2-TZVPD.

Geometry as XYZ:
```
19
Properties=species:S:1:pos:R:3
H -1.92794 -0.89659 3.86106
C 2.07718 0.03043 0.24288
H -0.76703 -2.16838 3.12716
H 0.47250 1.17991 -0.83335
C -0.95422 -0.14153 1.88016
O 2.77331 0.49680 -1.07599
H -2.41642 -1.73427 2.23583
H -1.93523 0.20043 1.31951
H 0.14905 -1.49096 0.80516
H 3.62837 0.10923 -1.18774
H 2.06784 -1.04488 0.11453
H -3.09337 0.41424 -3.74072
H -2.07577 1.30825 -2.91415
O -2.36907 1.05092 -3.86856
C -0.12917 -0.44101 0.73394
H 2.72788 0.34083 1.09072
H -0.81742 0.63676 2.57438
C -1.46289 -1.31652 2.80064
C 0.59471 0.32923 -0.14027
```

relative energy (zero: lowest compared OMol25 entry of this formula, charge and spin)	133.8	kcal per mole
molar mass	104.15	g/mol
frontier orbital gap	8.48	eV
SMILES string	CC/C=C/CO.O

Record 4
This record from the Open Molecules 2025 dataset describes a single C3H8N2S molecule at a distorted geometry. The level of theory is ωB97M-V/def2-TZVPD.

Geometry as XYZ:
```
14
Properties=species:S:1:pos:R:3
H -2.06854 1.23612 0.75975
H 0.22649 0.77609 1.47360
S -1.57943 -0.85976 -0.10748
H 1.89661 -0.80284 1.38095
N 1.87386 -0.14028 -0.52342
N 1.58032 -1.12276 0.46904
H 2.21253 -1.84624 0.15040
C 1.19375 0.93090 -0.42964
H -1.56987 1.39830 -0.97117
C 0.05313 1.29328 0.51027
H 0.10448 2.35032 0.72337
H 1.45171 1.65980 -1.17466
C -1.35616 0.93129 0.01977
H -0.50620 -1.10696 -0.84439
```

relative energy (zero: lowest compared OMol25 entry of this formula, charge and spin)	47.9	kcal per mole
molar mass	104.18	g/mol
frontier orbital gap	9.48	eV
SMILES string	N/N=C\CCS